No. 1
ORCA calculation (ωB97M-V/def2-TZVPD) on a molecular structure, C35H62ClN5P3RhS2.

XYZ file:
```
109
Properties=species:S:1:pos:R:3:mulliken_spin:R:1
Rh -0.35734 -0.34629 -0.20261 1.65
C -1.43844 2.43180 1.98796 -0.01
P -1.79207 0.72998 1.39752 0.01
C -3.31305 1.04062 0.44172 0.08
N -4.44873 1.24591 1.11937 0.31
C -5.60078 1.40903 0.38921 0.04
C -6.84289 1.48602 1.02941 0.05
C -8.01080 1.61304 0.29121 0.04
C -7.95854 1.68645 -1.09905 0.03
C -6.73826 1.62593 -1.75657 0.06
C -5.54647 1.48005 -1.03419 0.02
N -4.34429 1.39627 -1.68824 0.32
C -3.25402 1.12661 -0.95307 0.04
P -1.64150 0.94086 -1.80044 0.05
C -1.08704 2.67753 -1.99552 -0.01
C -2.09581 0.43904 -3.57119 -0.02
C -2.80511 1.58142 -4.31604 0.01
C -0.84548 0.10469 -4.38905 0.00
C -2.98843 -0.80631 -3.48557 0.03
C -2.37003 -0.16118 2.96300 0.01
C -3.17256 0.74824 3.90082 0.00
C -1.14052 -0.63314 3.74287 -0.01
C -3.19088 -1.38507 2.52580 0.02
H -2.38106 2.91070 2.24241 0.01
H -0.94306 2.99900 1.19999 0.01
H -0.78533 2.41394 2.86451 0.00
H -6.86778 1.43467 2.11389 0.00
H -8.96806 1.64738 0.80099 0.01
H -8.87326 1.79170 -1.67335 0.01
H -6.68214 1.67416 -2.84098 0.00
H -1.92161 3.26759 -2.36595 0.01
H -0.24360 2.73866 -2.68988 0.00
H -0.76805 3.06627 -1.02952 0.00
H -2.09859 2.36309 -4.61779 0.00
H -3.60918 2.01159 -3.73354 0.00
H -3.23891 1.15180 -5.22628 0.00
H -0.04700 0.83869 -4.25778 0.00
H -1.12121 0.09239 -5.44820 0.00
H -0.44577 -0.87626 -4.14294 0.00
H -3.99750 -0.53820 -3.18126 0.00
H -2.60503 -1.54448 -2.77911 0.00
H -3.03281 -1.28484 -4.47058 0.00
H -2.53237 1.50021 4.37298 0.00
H -3.58740 0.11904 4.69754 0.00
H -3.99174 1.23486 3.38624 0.00
H -0.51704 0.21608 4.02598 0.00
H -0.54303 -1.34501 3.17579 0.00
H -1.46949 -1.12712 4.66412 0.00
H -4.18172 -1.08883 2.18894 0.01
H -3.29806 -2.06708 3.37713 0.00
H -2.70084 -1.93975 1.72398 0.00
N -0.00225 -3.03175 1.41163 0.08
C -0.23661 -2.05180 0.83469 0.03
S -2.08341 -4.24640 -1.93899 0.00
C -0.58303 -4.91869 -1.93365 0.00
N 0.34790 -4.77069 -2.90244 0.00
C 1.71062 -5.17050 -2.58335 0.00
C 1.57217 -6.30683 -1.58027 0.00
S 0.04546 -5.93139 -0.65714 0.00
H 0.17253 -4.07731 -3.61119 0.00
H 2.26936 -4.33597 -2.14763 0.00
H 2.22590 -5.49785 -3.48439 0.00
H 2.40653 -6.34929 -0.88452 0.00
H 1.45382 -7.27072 -2.07008 0.00
C 3.58042 -1.86008 -0.37538 0.01
C 3.98675 -1.04693 0.87022 0.04
C 3.56849 -1.89757 2.08063 0.01
C 5.50211 -0.82099 0.89304 0.00
P 3.01634 0.55665 0.86369 -0.16
N 1.48186 0.28853 0.44346 1.12
C 3.81096 1.80478 -0.32150 0.04
C 4.22331 1.10203 -1.62547 0.01
C 2.72412 2.82772 -0.71715 0.02
C 5.02926 2.53181 0.25451 0.00
C 3.04125 1.28201 2.60528 0.07
C 2.38286 2.67364 2.50585 0.00
C 2.13733 0.41219 3.50083 0.00
C 4.42195 1.40112 3.24862 0.01
H 4.19607 -2.76441 -0.40975 0.00
H 3.71267 -1.32465 -1.31067 -0.01
H 2.53091 -2.16164 -0.29742 -0.01
H 3.93735 -2.91384 1.91370 0.00
H 2.48189 -1.95857 2.18296 0.00
H 4.00695 -1.54275 3.01376 0.00
H 5.97596 -1.79633 1.02787 0.00
H 5.82486 -0.17794 1.71440 0.00
H 5.87732 -0.40002 -0.03894 0.00
H 3.38013 0.58780 -2.08246 0.00
H 5.04449 0.39805 -1.49800 0.00
H 4.55972 1.87081 -2.32665 0.00
H 1.81537 2.32208 -1.04265 -0.01
H 3.09933 3.42256 -1.55525 0.00
H 2.46663 3.51466 0.08801 0.00
H 5.80933 1.84378 0.59051 0.00
H 4.76978 3.19571 1.08000 0.00
H 5.45675 3.15602 -0.53662 0.00
H 1.45068 2.62476 1.94393 -0.01
H 3.03374 3.41287 2.04108 0.00
H 2.15267 3.02864 3.51300 0.00
H 1.29911 -0.00283 2.94878 0.00
H 1.73979 1.03747 4.30394 0.00
H 2.67806 -0.40475 3.97094 0.00
H 5.12327 2.00369 2.67249 0.00
H 4.87309 0.42505 3.43364 0.00
H 4.28541 1.88618 4.22010 0.00
Cl 1.65784 -0.76305 -2.76214 0.00
C 0.43382 -1.56821 -1.69824 0.05
H 0.92763 -2.44512 -1.30884 -0.02
H -0.37200 -1.89348 -2.34541 -0.04
```

E_HOMO (alpha / beta)	-4.8 / -7.5	eV
2S+1	5
lowest unoccupied orbital energy (alpha / beta)	0.227 / -2.070	eV
expectation value of S²	6.036
total charge	0


No. 2
ORCA calculation (ωB97M-V/def2-TZVPD) on a molecular structure, C33H57BrClN7O5RuSSi.

XYZ file:
```
107
Properties=species:S:1:pos:R:3:mulliken_spin:R:1
Ru 1.04031 -0.51978 0.71895 2.95
C 2.65975 -5.39895 2.51493 0.01
C 1.74883 -4.41342 3.13752 0.00
N 1.34042 -4.40400 4.36383 0.00
N 0.52315 -3.31178 4.46202 0.01
C 0.41955 -2.64147 3.32084 -0.08
S -0.46360 -1.26124 2.89641 0.41
N 1.19387 -3.33608 2.46539 -0.01
N 1.34274 -2.92292 1.14891 0.12
H 3.01971 -6.07384 3.28663 0.00
H 3.50772 -4.89834 2.04648 0.00
H 2.13399 -5.98128 1.75658 0.00
H 0.08955 -3.08786 5.34314 0.00
H 0.65805 -3.39613 0.56647 -0.01
H 2.33243 -3.05573 0.86285 -0.01
C -2.65868 2.66845 2.67896 0.00
C -3.82603 1.79442 2.19980 0.01
C -3.98176 0.66614 3.23085 -0.01
C -5.12404 2.63616 2.21225 0.00
Si -3.63962 1.16322 0.41773 -0.02
Br -1.03268 0.78421 0.26069 0.11
C -4.32625 -0.55466 0.03047 0.01
C -3.72637 -1.66935 0.89748 0.00
C -5.84674 -0.46478 0.31103 0.00
C -4.13656 -0.94045 -1.44230 0.00
C -3.61936 2.45552 -0.97544 0.01
C -3.01156 3.78985 -0.51537 0.00
C -2.89943 2.04546 -2.27099 0.00
C -5.11232 2.67483 -1.32473 0.00
H -2.89015 3.01496 3.68960 0.00
H -2.48488 3.54944 2.06148 0.00
H -1.73616 2.09044 2.73469 0.00
H -4.13755 1.12669 4.20973 0.00
H -3.08322 0.04984 3.29866 0.01
H -4.83666 0.01866 3.04219 0.00
H -5.29606 2.97137 3.23837 0.00
H -6.00381 2.06309 1.90997 0.00
H -5.06013 3.52705 1.58821 0.00
H -3.93394 -1.54522 1.95774 0.00
H -2.65239 -1.76356 0.75799 0.00
H -4.18299 -2.61459 0.58736 0.00
H -6.07580 -0.24731 1.35431 0.00
H -6.29309 -1.43544 0.07825 0.00
H -6.34945 0.27816 -0.31113 0.00
H -3.07990 -0.96115 -1.72212 0.00
H -4.67013 -0.27694 -2.12307 0.00
H -4.54470 -1.94499 -1.58540 0.00
H -1.96451 3.68404 -0.22285 0.00
H -3.55743 4.24811 0.30891 0.00
H -3.04888 4.49019 -1.35316 0.00
H -1.84122 1.83694 -2.11528 0.00
H -2.96662 2.88816 -2.96351 0.00
H -3.35525 1.18778 -2.76268 0.00
H -5.71574 3.00033 -0.47611 0.00
H -5.57148 1.78212 -1.75209 0.00
H -5.17028 3.46090 -2.08229 0.00
C 2.10873 2.55616 0.59291 0.04
C 2.02514 2.01142 2.01504 0.00
C 1.02530 2.79688 2.84917 0.02
C 3.39270 1.96780 2.68649 0.03
O 1.56119 0.61803 2.04102 0.38
H 2.70475 3.46941 0.59660 0.00
H 1.12330 2.79898 0.19614 0.00
H 2.60311 1.85322 -0.07881 -0.01
H 1.40548 3.81003 2.98978 0.00
H 0.89075 2.33880 3.82864 0.00
H 0.06292 2.85990 2.34344 0.00
H 3.82059 2.97054 2.70343 0.00
H 4.06752 1.30892 2.13997 -0.01
H 3.30786 1.60890 3.71145 0.00
C -1.84557 -3.41392 -2.89319 0.00
N -0.70015 -2.50747 -2.72722 0.00
C -0.02834 -2.07128 -3.82341 0.00
C 1.05095 -1.27756 -3.72202 0.00
C 1.47950 -0.89161 -2.41813 0.02
N 0.80509 -1.30782 -1.32005 0.03
C -0.29107 -2.14459 -1.45849 -0.06
O -0.87468 -2.55548 -0.46380 0.01
N 2.51603 -0.08849 -2.29170 0.01
H -1.52763 -4.30493 -3.43098 0.00
H -2.63434 -2.90886 -3.44738 0.00
H -2.20826 -3.69000 -1.91064 0.00
H -0.41336 -2.40674 -4.77724 0.00
H 1.58262 -0.93664 -4.59663 0.00
H 3.03090 0.21494 -3.10671 0.00
H 2.93494 0.08693 -1.39124 0.01
C 6.07401 -1.52641 -3.62904 0.00
C 5.58292 -0.18117 -3.18248 0.00
C 5.20819 0.79578 -4.09251 0.00
C 4.77233 2.04679 -3.66489 0.00
Cl 4.29769 3.23104 -4.83571 0.00
C 4.72263 2.35031 -2.31938 0.00
C 5.08175 1.37981 -1.38881 0.00
C 5.49371 0.12372 -1.81651 0.00
O 5.82106 -0.91714 -0.98200 0.00
C 5.50415 -0.82756 0.39093 0.00
C 4.11395 -1.44562 0.56786 -0.03
O 4.03045 -2.64976 0.77912 0.00
O 3.10776 -0.62158 0.39350 0.02
H 5.96982 -1.63528 -4.70660 0.00
H 5.52825 -2.33195 -3.13604 0.00
H 7.12610 -1.65525 -3.37039 0.00
H 5.26514 0.58728 -5.15360 0.00
H 4.40740 3.33296 -1.99571 0.00
H 5.03599 1.62609 -0.33654 0.00
H 5.56841 0.18799 0.77085 0.00
H 6.20970 -1.46075 0.92237 0.00
```

E_HOMO (alpha / beta)	-12.8 / -12.8	eV
2S+1	5
lowest unoccupied orbital energy (alpha / beta)	-6.764 / -7.655	eV
expectation value of S²	6.019
total charge	+2